1.
# C76H48F3INO12

A 6-piece molecular cluster, C76H48F3INO12 overall (the ωB97M-V functional and the def2-TZVPD basis, OMol25).

Computed properties:
charge = -1
strongest force on any atom = 4.5 eV/Å
energy = -4479.9915 Eh
Kohn-Sham gap = 2.45 eV

```
141
Properties=species:S:1:pos:R:3:mulliken_charge:R:1
H -4.42 12.77 -3.50 0.472
C 1.62 -3.76 5.50 -0.802
O 6.35 -7.02 5.75 -0.651
H -1.93 -0.94 6.83 0.059
C -3.41 1.84 -8.23 0.633
C -2.76 1.05 1.14 -0.585
H -5.05 7.93 -4.27 0.560
C -4.10 10.88 1.20 -0.604
C -2.17 2.61 -0.59 -0.415
F 2.42 -1.71 6.27 -0.268
C 2.89 -7.33 -6.38 0.232
H 2.05 -4.74 5.29 0.382
I -5.26 -2.02 8.45 -0.153
C -2.25 -1.22 7.85 0.229
C -3.37 4.57 2.38 0.412
C -4.40 4.81 -6.14 -0.401
H 1.52 -2.77 -2.40 0.439
C -2.65 -0.37 -9.07 -0.541
C -4.21 3.97 -7.23 -0.749
C -4.91 8.99 -4.10 -0.590
C -4.59 8.17 0.78 -0.725
C 9.76 -5.37 4.09 0.631
C -4.10 10.00 2.27 -0.589
C -2.27 0.16 -6.75 -0.070
C -4.35 10.41 -0.08 0.121
C -4.57 10.84 -2.59 0.308
C -2.53 3.66 0.23 -0.653
H -4.12 5.08 -4.03 0.651
C 3.61 -9.44 -7.26 -0.470
H 9.18 -10.68 4.35 0.391
C 3.23 -6.78 -3.95 0.605
O -3.27 5.70 1.94 -0.613
C -3.96 4.43 -4.88 -0.567
H 9.80 -2.70 4.30 0.463
H -5.13 3.61 7.33 0.458
C 7.55 -5.06 5.24 0.135
H -4.70 11.91 -5.80 0.392
F 3.72 -3.36 6.44 -0.280
O -5.03 7.34 -1.86 -0.664
C 9.29 -9.60 4.29 -0.473
H 11.18 -9.69 3.28 0.393
H -0.30 -2.89 8.75 0.341
H -4.79 5.94 6.56 0.403
H -4.35 7.96 2.89 0.251
H -1.96 -2.29 -9.72 0.417
H 8.07 -1.23 5.28 0.397
C 1.44 -3.88 -5.60 -0.552
C 6.75 -2.85 5.78 -0.429
C -4.76 9.47 -2.81 0.151
H 5.66 -4.66 6.18 0.676
C -1.64 -1.06 -6.58 -0.529
H -1.61 -0.68 8.59 0.205
C -2.04 -1.60 -8.89 -0.665
C -4.88 9.86 -5.18 -0.516
N -2.32 -2.61 8.08 -0.473
O 10.75 -4.88 3.57 -0.673
C -3.01 3.42 1.51 0.254
C 8.89 -3.12 4.71 -0.563
F 3.36 -2.54 4.53 -0.320
C -3.67 1.82 3.33 0.481
H 0.75 -2.09 -4.66 0.486
C 7.36 -6.53 5.28 0.506
O 0.87 -3.86 6.66 -0.317
O 1.86 -5.68 -7.70 -0.667
C -4.77 3.80 6.33 -0.491
C -4.01 2.98 4.21 0.351
H 4.40 -9.19 -3.98 0.476
C -4.58 5.11 5.89 -0.729
H -3.98 6.37 4.27 0.389
C -4.35 8.64 2.06 0.129
C 9.57 -6.84 4.15 0.156
H 2.61 -7.94 -8.41 0.461
C -3.85 4.29 3.76 0.473
H -4.63 1.72 5.84 0.610
O -1.98 0.77 -4.50 -0.696
C 1.68 -3.42 -3.25 -0.736
H -1.25 -1.33 -5.61 0.535
O -4.20 12.56 -1.03 -0.674
H 5.99 -2.21 6.20 0.462
H 11.44 -7.24 3.16 0.465
C -2.77 0.51 -8.01 0.229
C 1.25 -3.04 -4.52 -0.269
H -1.99 0.48 -0.77 0.485
C -3.12 2.37 -5.79 0.262
C 4.12 -9.79 -6.01 -0.458
C 10.56 -7.67 3.62 -0.562
H -3.91 11.93 1.36 0.468
H -4.90 5.76 -6.28 0.433
C -4.56 11.71 -3.67 -0.609
H 4.61 -10.75 -5.88 0.395
H -3.05 -0.10 -10.04 0.472
C -3.64 -0.61 7.99 -0.041
H -1.04 -2.90 -7.50 0.478
H -2.97 2.92 -3.73 0.824
H 7.42 -9.21 5.26 0.474
C -4.36 11.37 -1.22 0.632
H 3.70 -10.13 -8.09 0.395
H -1.80 2.81 -1.59 0.518
H -2.45 4.68 -0.13 0.525
C -3.14 2.11 1.97 0.144
C 8.71 -4.50 4.70 0.249
C -3.32 3.21 -4.71 -1.083
C 8.30 -8.78 4.80 -0.531
C -4.58 9.05 -0.29 0.128
O -3.83 0.68 3.71 -0.665
C 4.01 -8.92 -4.95 -0.570
H 1.10 -3.59 -6.58 0.565
C -4.81 8.52 -1.66 0.488
C -1.52 -1.94 -7.64 -0.298
H -4.56 4.26 -8.21 0.468
C -4.13 5.35 4.61 -0.382
C 3.38 -7.69 -5.12 0.144
C 7.92 -2.31 5.26 -0.584
H -4.99 9.48 -6.18 0.394
C -4.72 11.23 -4.96 -0.451
O -3.80 2.17 -9.33 -0.676
H -1.02 -3.65 5.91 0.174
C -2.42 1.08 -5.59 0.498
H -3.90 10.36 3.27 0.418
C -3.58 2.74 -7.06 0.376
O -3.90 0.49 7.86 -0.469
C 8.44 -7.40 4.73 0.164
C 2.32 -4.64 -3.07 -0.580
C -1.04 -3.23 7.99 -0.909
C 2.07 -5.11 -5.43 0.063
H 1.05 -3.43 4.63 0.412
C 10.42 -9.04 3.69 -0.448
H -0.22 -2.09 6.34 0.295
C 2.24 -6.01 -6.60 0.560
O 3.66 -7.09 -2.86 -0.656
C -2.28 1.30 -0.13 -0.688
H -4.78 7.12 0.62 0.553
C 2.52 -5.48 -4.16 0.182
C -0.37 -3.13 6.61 -0.340
C 3.00 -8.22 -7.45 -0.536
C -4.49 2.74 5.49 -0.838
H 2.66 -4.93 -2.09 0.489
C 2.79 -2.80 5.70 0.996
C 6.57 -4.23 5.77 -0.640
H -2.85 0.03 1.50 0.508
H -1.19 -4.29 8.16 0.280
```

***

2.
# C4H10O

A 2-piece molecular cluster, C4H10O overall (the ωB97M-V functional and the def2-TZVPD basis, OMol25).

Computed properties:
charge = 0
strongest force on any atom = 2.6 eV/Å
energy = -233.6055 Eh
Kohn-Sham gap = 9.90 eV
ΔE to the lowest compared entry with this formula, charge and spin = 103.5 kJ/mol

```
15
Properties=species:S:1:pos:R:3:mulliken_charge:R:1
H 0.27 1.11 -1.22 0.341
H -1.04 0.09 -0.45 0.306
H -0.65 -0.82 1.59 0.309
O -0.76 -2.91 -3.18 -0.646
C -0.44 1.00 -0.40 -1.182
H -1.03 1.90 -0.51 0.263
H -0.43 -3.82 -3.01 0.323
C 1.51 1.47 1.02 -0.994
H 0.52 -0.26 2.68 0.365
C 0.28 0.96 0.96 0.925
H -0.84 -2.83 -4.16 0.324
H -1.11 0.62 2.50 0.252
H 1.97 1.96 0.18 0.288
H 2.03 1.41 1.97 0.273
C -0.27 0.11 2.04 -1.149
```

***

3.
# C47H85KNO21S8

C47H85KNO21S8 as an isolated structure (the ωB97M-V functional and the def2-TZVPD basis, OMol25).

Computed properties:
charge = -1
strongest force on any atom = 6.9 eV/Å
energy = -7261.9416 Eh
Kohn-Sham gap = 5.29 eV

```
163
Properties=species:S:1:pos:R:3:mulliken_charge:R:1
H -5.52 -3.02 1.87 0.139
S 0.61 4.50 1.00 1.197
H -3.00 1.76 2.46 -0.173
O 5.66 -3.39 -3.55 -0.843
H 6.81 0.78 1.93 0.115
H -7.29 1.24 4.10 0.478
H -2.76 0.25 -4.56 -0.200
O 0.84 0.50 3.19 -0.239
H 2.25 3.07 -3.95 0.596
H 4.81 -2.66 1.38 0.450
O -1.35 -2.10 -0.63 0.191
H 3.24 1.44 -5.85 0.459
S 0.25 1.60 -3.95 0.924
C -3.65 -0.37 -4.50 0.132
C -3.35 -1.62 -3.68 0.453
C 4.17 -4.18 -1.70 0.224
S 7.86 -1.00 0.60 1.017
C 4.14 -1.94 -2.74 -0.443
C 5.24 -1.66 1.33 0.176
O -5.70 -3.01 -3.31 -0.667
H -3.94 -5.50 0.96 0.530
C -1.78 -5.56 0.78 -1.033
H 0.03 4.55 3.16 0.451
H 2.62 1.41 -3.53 -0.682
C 3.23 -3.94 -0.76 -0.930
H 0.24 2.91 2.67 -0.176
H 5.65 -0.72 -0.53 -1.166
H -3.10 -0.86 0.96 -0.204
C -6.84 -0.02 2.47 -1.417
C 0.38 -2.09 3.93 -0.388
O 8.40 -0.05 -0.30 -0.606
H -7.15 -1.54 0.23 0.441
S 0.75 -0.31 4.43 1.158
C -3.15 -4.75 0.90 -0.322
S -4.61 -2.80 -4.31 1.181
O -3.95 0.87 -1.46 -0.715
H 7.89 2.39 -0.12 0.317
O -3.82 -3.90 -4.86 -0.684
O 4.67 -5.36 -1.71 -0.798
S -3.18 1.87 -0.66 0.882
H -1.40 -5.91 1.75 0.425
H -5.45 2.86 -0.19 0.408
N -4.49 -0.57 2.14 0.242
O -3.53 -1.41 1.61 1.114
C -3.92 4.41 -0.14 -0.527
K 0.51 0.10 0.03 0.204
H -2.66 2.92 -2.85 0.286
O 8.60 -2.21 1.02 -0.691
H -0.45 -3.82 1.08 -0.258
C -4.45 3.01 0.21 -0.269
C 3.07 -1.51 -1.84 -0.121
O -0.06 0.08 5.58 -0.778
H 2.62 3.18 2.63 -0.038
O 2.45 -0.42 -1.89 0.027
C -6.53 0.49 3.86 -1.061
H 5.35 -0.70 3.26 0.089
H 1.74 2.31 -6.36 0.376
C -2.61 3.24 -1.81 -0.327
H 5.50 3.46 -3.42 0.407
H 6.33 -2.06 3.04 0.414
H -3.32 -0.42 5.28 0.580
H -3.41 -0.93 -6.61 0.352
O -2.08 1.43 0.15 -0.023
H -4.47 4.19 -2.26 0.354
C 2.17 1.55 -5.70 -0.873
H -0.34 -2.03 3.11 -0.161
H -3.40 -1.51 -2.60 -0.515
C -0.72 -4.55 0.32 -0.046
H 0.29 -0.80 -4.09 0.189
H -6.88 -0.27 4.56 0.384
H -4.03 -3.18 -0.60 -0.601
C -2.78 0.93 3.13 -1.339
H 7.89 2.02 -2.59 0.354
C 2.62 -2.19 4.87 -0.838
H 4.32 -1.09 1.28 -0.225
H -2.34 -1.97 -3.89 0.296
H 3.68 -2.29 4.62 0.325
H -5.06 1.18 4.98 0.425
H 2.47 3.76 4.17 0.501
H -6.19 -0.12 -0.03 0.260
H -7.08 -2.83 2.47 0.421
H -5.76 -2.58 3.59 0.192
C 4.99 2.13 -1.74 0.608
H -3.16 5.27 -2.09 0.447
H -2.88 -1.69 4.20 0.067
C 4.69 -3.14 -2.69 0.133
C 2.48 -0.67 4.98 -0.626
H -1.81 -6.50 0.23 0.331
H 2.06 -0.68 -5.52 0.325
C -3.71 -1.05 4.48 -1.808
H -7.81 -0.52 2.44 0.509
C 7.27 3.06 -0.72 -0.769
H -6.20 -1.43 -5.68 0.351
H 5.20 1.06 -1.64 -0.745
H 0.25 -4.85 -0.07 0.441
C -5.10 1.04 3.90 -1.269
H -0.10 -2.54 4.81 0.493
H 2.77 -4.69 -0.13 0.311
H -4.54 2.78 1.27 -0.084
H 3.79 5.48 2.77 0.376
C 2.59 -2.57 -0.71 -0.163
C 0.71 3.89 2.62 -0.401
C 2.72 5.31 2.63 -0.803
C 2.11 5.54 1.21 -0.830
H -3.52 -4.66 -1.26 0.778
C 1.44 0.18 -5.79 -0.877
H -1.62 3.57 -1.50 0.015
C -6.08 -2.40 2.57 -1.302
C -4.16 -0.68 -5.86 -0.892
H 2.11 -2.49 2.74 -0.423
H -4.56 -1.59 4.90 0.440
H -6.93 0.82 1.78 0.343
H -4.67 0.22 -6.23 0.446
C 1.72 -2.71 3.73 0.218
C 2.05 2.03 -4.22 0.179
C 5.90 2.62 -2.85 -0.810
C -6.15 -1.13 0.37 -1.108
C 6.12 -1.51 0.06 0.787
H -1.95 0.51 2.55 -0.242
H 7.88 -0.22 2.95 0.580
C 2.13 4.00 3.16 -0.278
H 4.39 -1.23 -3.52 0.405
O 4.78 4.18 -0.27 -0.671
C -3.30 -3.98 -0.44 -0.205
H -5.28 -1.59 -0.09 -0.266
H 1.67 6.54 1.32 0.420
C -5.86 -1.02 1.96 1.260
O 1.76 -2.17 0.15 0.132
H -4.63 5.22 -0.01 0.436
H 7.72 3.68 -2.82 0.306
H -5.34 -2.42 -6.70 0.423
H 2.33 6.12 3.24 0.375
H 1.18 0.08 -6.84 0.389
O -1.37 -4.09 -2.27 -0.810
H 3.08 -0.11 4.27 0.120
C 6.01 -1.15 2.52 -0.700
H -5.05 2.09 3.63 0.466
O -0.57 2.51 -4.72 -0.754
H 3.91 2.23 -1.84 0.089
H -4.48 0.14 -4.00 0.154
H 2.74 -0.35 5.99 0.437
O -0.04 1.40 -2.53 0.137
H 7.49 4.09 -0.45 0.486
O 5.23 1.91 0.83 -0.508
O 0.93 3.42 0.07 -0.348
C -4.00 0.06 3.38 1.802
H -3.01 4.71 0.38 0.147
H -3.19 -4.18 1.82 -0.103
H 2.35 -2.59 5.85 0.367
H -0.71 -0.02 -5.42 0.113
C 7.15 -0.23 2.14 -0.600
H 1.70 -3.79 3.75 0.582
C -3.59 4.37 -1.64 -0.891
H 6.19 -2.40 -0.57 0.524
C 7.27 2.85 -2.26 -0.732
O -0.55 5.39 0.84 -0.824
H 5.97 1.86 -3.64 0.401
C -5.20 -1.85 -5.78 -0.782
C 0.20 0.01 -4.82 -0.124
S 5.47 2.86 -0.21 1.007
H -2.38 1.21 4.10 0.635
S -1.57 -3.52 -0.91 0.871
H 2.67 5.46 0.28 0.325
```